Here is a single C25H24F2N4O3 molecule from the Open Molecules 2025 dataset. Energies are from ωB97M-V/def2-TZVPD.

The geometry in XYZ format:
```
58
Properties=species:S:1:pos:R:3:forces:R:3:lowdin_charge:R:1
C -0.70925 -0.48329 -4.94250 -0.0367 0.0200 -0.0145 -0.036
C 0.25108 0.43201 -4.25323 0.2554 0.2156 0.0946 -0.280
C -0.02375 0.93793 -2.99071 -0.0684 -0.0270 -0.0822 0.017
C 0.90582 1.78964 -2.39943 0.0155 -0.1900 -0.3726 -0.287
N 2.03804 2.15461 -2.99030 0.0023 0.2114 0.4326 0.119
C 2.29459 1.67040 -4.19318 -0.0408 -0.1105 -0.2128 -0.144
C 1.44628 0.80981 -4.86458 -0.0985 -0.0320 0.0712 -0.046
H 1.70200 0.43942 -5.84514 0.0624 -0.0325 -0.1141 0.110
H 3.22824 1.99616 -4.63158 0.0686 -0.0259 -0.1155 0.107
N 0.73430 2.36653 -1.14318 0.2140 0.1955 0.0020 0.159
C -0.19263 2.07487 -0.18884 0.3244 0.4471 0.1469 -0.449
O -1.03659 1.21271 -0.29942 -0.2716 -0.2160 -0.0129 0.086
C -0.06657 2.95225 1.04839 -0.2119 -0.2113 0.2371 -0.090
C -0.90329 2.35363 2.18015 0.2319 0.0471 -0.3418 -0.088
C -0.36018 0.96246 2.45154 -0.3612 0.2197 0.1029 -0.438
O 0.84397 0.74438 2.40710 0.3210 0.1291 0.0124 0.044
N -1.23840 -0.03882 2.68762 0.1682 -0.2759 0.1081 0.020
C -2.63927 0.11432 2.78233 -0.5424 0.1895 0.0983 -0.223
C -3.18691 1.00703 3.70010 0.0416 -0.2511 -0.1376 -0.015
C -4.55819 1.13734 3.81486 -0.2335 -0.0367 -0.1149 0.002
C -5.37115 0.35630 3.01313 0.1627 -0.0061 -0.0065 -0.275
C -4.84893 -0.55231 2.11027 -0.2012 0.1221 0.1673 0.014
C -3.47671 -0.67360 1.99760 0.1171 0.2045 0.0881 0.021
H -3.05495 -1.38006 1.30121 0.0602 -0.0983 -0.0926 0.113
H -5.51182 -1.15172 1.50729 -0.0844 -0.0551 -0.0543 0.122
F -6.70922 0.47952 3.12440 0.0837 -0.0155 -0.0113 0.059
H -4.99811 1.82397 4.52040 -0.0682 0.0595 0.0628 0.119
H -2.53735 1.59073 4.33379 0.0758 0.0401 0.0732 0.121
C -0.71772 -1.39856 2.77299 0.2148 -0.2519 0.0281 -0.022
H 0.23894 -1.35978 3.30211 -0.1369 -0.0485 -0.0255 0.134
C -0.50234 -2.02136 1.38278 0.1140 0.2266 0.5541 -0.472
O -1.19780 -2.92355 0.96068 -0.3353 -0.3093 -0.1322 0.054
N 0.52324 -1.47759 0.71439 0.4229 0.1449 -0.3292 0.084
H 1.00101 -0.67992 1.11854 -0.1299 -0.0737 0.1118 0.111
C 0.82216 -1.82307 -0.65555 -0.3178 -0.2545 -0.1313 -0.112
C 2.29648 -1.77020 -0.94188 0.0293 0.0605 0.0635 -0.197
C 2.74194 -1.44434 -2.21740 -0.0183 -0.0545 0.1862 -0.030
C 4.09256 -1.38352 -2.50486 0.2391 -0.0496 0.0679 -0.001
C 4.99781 -1.65462 -1.49559 -0.1577 -0.0203 0.0275 -0.278
C 4.58596 -1.98971 -0.21932 0.2149 0.0320 -0.1713 -0.002
C 3.23043 -2.04688 0.04941 -0.0485 0.0217 -0.1421 -0.025
H 2.89482 -2.31222 1.04022 -0.0231 -0.0016 0.1070 0.115
H 5.31887 -2.20006 0.54337 0.0987 -0.0158 0.0591 0.117
F 6.31976 -1.59264 -1.76497 -0.0548 0.0069 0.0136 0.052
H 4.44551 -1.12592 -3.49067 0.0693 0.0316 -0.1042 0.116
H 2.02397 -1.23573 -2.99556 -0.0882 0.0858 -0.0905 0.099
H 0.43164 -2.83451 -0.81987 0.0245 0.1794 -0.0330 0.136
H 0.29246 -1.14428 -1.33568 0.0351 -0.1350 0.0291 0.109
H -1.42789 -2.01227 3.32835 0.1057 0.0597 -0.1261 0.140
H -0.80323 2.96785 3.07644 -0.0495 -0.0294 0.0165 0.130
H -1.94977 2.30622 1.88452 0.0856 0.0756 0.0797 0.115
H 0.98033 2.99841 1.35261 -0.0258 0.0692 -0.0622 0.122
H -0.41031 3.95996 0.80669 0.0275 0.0071 -0.0177 0.129
H 1.46648 3.02995 -0.92439 -0.1145 -0.0913 0.0489 0.150
H -0.93630 0.68873 -2.47538 -0.0276 -0.0339 0.0418 0.106
H -0.18305 -1.32258 -5.39359 -0.0144 -0.0699 -0.0307 0.084
H -1.22263 0.05352 -5.74018 -0.0611 -0.0216 -0.0533 0.089
H -1.45424 -0.86096 -4.24722 -0.0637 -0.0575 0.0006 0.081
```
Positions in Å, forces in eV/Å.

The SMILES is Cc1ccnc(NC(=O)CCC(=O)N(CC(=O)NCc2ccc(F)cc2)c2ccc(F)cc2)c1. The HOMO energy is -8.8 eV. As for the total energy: -1611.6404 Ha. The lowest unoccupied orbital energy comes out at 0.6 eV. The HOMO-LUMO gap is 9.371 eV.